# 1
# C5H8FNO

A single C5H8FNO molecule (wB97M-V/def2-TZVPD, the Open Molecules 2025 dataset).

Structure (XYZ):
```
16
Properties=species:S:1:pos:R:3:forces:R:3
H -1.792512 0.038090 -0.551475 -0.4 -0.4 -0.5
C 0.668688 -1.016543 0.290633 -1.5 -1.0 1.4
O -0.329423 1.035431 1.340335 -0.2 -1.3 -1.0
C 0.195156 0.475296 0.107452 -2.2 -0.2 -1.4
H -1.347170 1.687578 -0.675972 0.0 0.4 -0.5
C 2.825176 -0.048396 0.187683 -1.8 6.0 -2.5
C 2.130242 -1.074181 0.470255 1.4 -3.1 2.0
H 2.607694 -1.978890 0.985323 -0.7 1.1 -1.1
H -0.647460 0.541305 -2.007306 -1.0 0.2 2.3
H 0.405401 -1.777722 -0.460351 -0.1 0.8 -0.5
H 0.470752 1.404069 1.643034 1.2 0.9 1.6
F 3.963990 0.576597 -0.036217 -0.7 -1.5 0.7
H 1.425200 2.032799 0.105319 0.4 1.8 1.1
H 0.188483 -1.497323 1.203496 0.3 1.0 -0.8
C -1.001601 0.688303 -0.896337 1.4 -1.1 -0.6
N 1.233842 1.242666 -0.429799 3.9 -3.7 -0.4
```
Forces are in eV/Å.

The calculation puts the LUMO energy (alpha / beta) at 0.56 / 0.56 eV. Its spin multiplicity is 1. As for the net charge: 0. The calculation puts the orbital gap (alpha / beta) at 9.57 / 9.57 eV. The calculation puts the energy relative to the best compared isomer or geometry (same formula, charge and spin) at 490.9 kJ/mol.

---

# 2
# C5H8FNO

A molecular structure, C5H8FNO (wB97M-V/def2-TZVPD, the Open Molecules 2025 dataset).

Structure (XYZ):
```
16
Properties=species:S:1:pos:R:3:forces:R:3
C 0.817741 0.677502 0.263671 0.2 -0.4 2.4
H 0.728854 -1.512501 -0.397171 1.3 1.8 1.2
H -1.205538 1.405847 1.289138 2.1 -0.8 -3.5
H -1.548302 -0.186106 -1.741211 -0.3 1.1 3.6
O 0.227208 1.447777 -0.758225 1.1 1.2 -0.4
C 1.411313 -0.716946 0.175936 -0.7 -1.3 0.6
F -3.968751 -0.554233 -0.356176 0.5 0.3 0.9
H 1.515649 -1.153976 1.297151 -0.3 1.2 -2.5
C -2.883769 0.008723 0.215130 4.0 1.4 -1.5
H 2.462941 -0.522805 -1.759367 1.8 -0.3 5.3
H 3.570624 -1.316008 0.173047 -3.2 3.0 -3.3
H 1.368402 1.378893 1.005612 -0.9 -1.5 -1.1
C -1.661374 0.194677 -0.571361 -5.3 -3.0 1.3
N 2.724647 -0.445489 -0.399279 2.3 -3.5 -2.2
C -0.619505 0.857020 0.189884 -2.3 2.0 2.7
H -2.940133 0.437632 1.373218 -0.3 -1.4 -3.4
```
Forces are in eV/Å.

The calculation puts the LUMO energy at 0.35 eV. Its spin multiplicity is 1. As for the net charge: 0. The calculation puts the orbital gap at 9.06 eV. The calculation puts the energy relative to the best compared isomer or geometry (same formula, charge and spin) at 859.6 kJ/mol.

---

# 3
# C5H8FNO2

2 unconnected molecules or ions with the total composition C5H8FNO2 (wB97M-V/def2-TZVPD, the Open Molecules 2025 dataset).

Structure (XYZ):
```
17
Properties=species:S:1:pos:R:3:forces:R:3
C -0.532531 1.965804 0.561201 -2.1 -0.1 -0.5
O -0.114109 -0.261870 -1.337757 -0.2 0.5 -0.5
H 0.492843 2.028143 0.623030 2.5 0.0 0.2
H -0.590865 -2.397150 0.355056 0.1 -0.3 -0.3
C -1.060661 0.563249 0.711261 -0.5 0.5 0.6
C -1.370243 -1.758350 -0.049652 -1.9 -0.3 1.6
H 2.204466 -1.623949 -1.002627 -1.5 -0.7 -0.5
O 3.391935 0.757998 0.647646 -0.4 -0.4 0.0
H -1.810854 -2.115893 -0.973366 0.1 -0.4 -0.1
C 3.085287 -0.189287 0.033813 0.6 0.5 -0.3
F -0.831153 2.447240 -0.748343 -0.1 0.0 0.2
H -1.630310 0.484432 1.699433 0.6 -0.7 -1.9
H -0.207349 0.654051 -1.630780 0.3 0.2 -0.1
C -0.881376 -0.402042 -0.233894 0.2 1.5 2.3
N 2.991331 -1.147245 -0.690032 1.2 0.6 0.7
H -0.951034 2.679991 1.293399 -0.1 -0.4 -0.4
H -2.185370 -1.685118 0.741620 1.0 -0.4 -1.0
```
Forces are in eV/Å.

The calculation puts the LUMO energy at 0.66 eV. Its spin multiplicity is 1. As for the net charge: 0. The calculation puts the orbital gap at 9.82 eV. The calculation puts the energy relative to the best compared isomer or geometry (same formula, charge and spin) at 50.8 kJ/mol.

---

# 4
# C5H8FNS

A molecular structure, C5H8FNS (wB97M-V/def2-TZVPD, the Open Molecules 2025 dataset).

Structure (XYZ):
```
16
Properties=species:S:1:pos:R:3:forces:R:3
C 1.075759 -0.919100 0.642117 0.6 -0.1 1.3
H 1.038980 2.585223 -1.286183 -0.7 0.5 -0.2
F -1.013871 -2.695625 0.296303 -0.4 2.7 -1.5
C -1.217494 -1.344408 -0.254044 1.4 -1.9 3.7
N 0.165466 0.625914 -1.031735 1.1 2.8 0.9
H 1.890340 1.873605 0.038816 -1.1 -1.4 -1.5
S 1.387472 -2.105202 1.764827 -0.8 1.7 -1.3
H -1.740902 -1.360547 -1.148136 -0.6 -0.4 -1.6
C -1.495215 -0.229059 0.704478 -3.6 0.3 -0.7
H -2.384285 0.298531 -0.200787 2.7 -0.5 3.9
H 0.450696 2.275555 0.443562 -1.7 0.3 -0.7
C -0.157417 -0.233806 0.039160 0.9 -3.3 0.3
C 0.829633 1.882561 -0.498343 2.2 -0.4 1.4
H -1.696050 -0.401493 1.918865 0.5 0.7 -3.7
H 1.980906 -0.478003 0.183127 -0.4 -0.3 0.0
H 0.885981 0.225852 -1.612027 -0.1 -0.6 -0.3
```
Forces are in eV/Å.

The calculation puts the LUMO energy at -0.26 eV. Its spin multiplicity is 1. As for the net charge: 0. The calculation puts the orbital gap at 8.26 eV. The calculation puts the energy relative to the best compared isomer or geometry (same formula, charge and spin) at 433.5 kJ/mol.

---

# 5
# C5H8FO4Tl

A molecular structure, C5H8FO4Tl (wB97M-V/def2-TZVPD, the Open Molecules 2025 dataset).

Structure (XYZ):
```
19
Properties=species:S:1:pos:R:3:forces:R:3
H -0.247805 -1.937496 1.198546 -0.3 -0.1 0.0
C -0.753953 1.868594 -0.603347 -1.5 -0.5 0.9
H -1.560864 1.488495 -1.237801 0.3 0.2 0.1
C -1.037342 -1.523848 0.555153 -0.2 -1.0 0.6
Tl 3.987318 1.402439 0.611351 -5.5 -0.4 -3.9
F 5.518576 1.233041 1.472941 4.2 -0.2 2.7
O -0.451181 -0.467812 -0.208807 -0.6 3.5 1.6
H -0.868781 0.985191 1.507068 -0.2 -0.4 -0.5
H -1.831769 -1.120623 1.201554 0.2 -0.1 -0.3
H -2.339447 -2.120144 -1.067176 0.2 -0.1 0.2
H -0.975168 2.870942 -0.224013 0.3 0.0 -0.3
C 1.367347 1.124387 -0.796488 -4.2 5.4 6.3
C -1.583334 -2.557311 -0.401169 -0.1 -0.2 -0.1
C -0.429750 0.864310 0.510599 0.8 -2.3 -2.4
O 0.473014 1.909098 -1.359396 1.7 -2.5 -1.2
H -2.053455 -3.366548 0.172619 0.1 0.2 -0.2
O 2.577467 1.274026 -0.937019 3.7 -0.6 -1.2
O 0.989255 1.060223 0.619338 1.4 -1.1 -2.5
H -0.780128 -2.986964 -1.013951 -0.2 0.1 0.2
```
Forces are in eV/Å.

The calculation puts the LUMO energy at -12.88 eV. Its spin multiplicity is 1. As for the net charge: +2. The calculation puts the orbital gap at 4.47 eV. The calculation puts the energy relative to the best compared isomer or geometry (same formula, charge and spin) at 0.0 kJ/mol.

---

# 6
# C5H8I4

A molecular structure, C5H8I4 (wB97M-V/def2-TZVPD, the Open Molecules 2025 dataset).

Structure (XYZ):
```
17
Properties=species:S:1:pos:R:3:forces:R:3
H 0.076532 -1.803231 1.118601 -0.2 -1.1 0.2
H -1.581887 -0.528956 -2.662286 0.7 1.2 1.3
I -1.490391 2.539236 -0.025991 0.1 0.2 0.1
H 1.582169 0.244173 1.745195 -2.2 0.3 0.0
H -1.454350 1.231869 -2.686686 0.0 0.0 0.5
C -1.179936 0.375751 -2.061216 -0.5 -1.5 -0.1
C 0.419292 0.115711 1.884842 3.7 0.5 2.8
H -0.055059 0.325262 -2.033855 -1.2 0.0 0.4
H -0.103451 1.049435 1.822883 0.3 0.7 0.1
C -0.065332 -0.795474 0.830923 -1.5 0.9 -0.8
C -1.611025 -0.516021 0.482382 0.5 -1.4 -0.3
H 0.534697 -0.661635 -0.089198 -0.5 0.1 0.2
I -2.829526 -0.105379 2.290645 0.6 -0.5 -0.7
C -1.938133 0.507642 -0.611631 1.0 0.3 -1.9
I -2.185255 -2.471571 -0.432107 0.0 0.2 0.5
I -4.020414 0.495117 -1.138199 -0.3 0.2 -0.1
H 0.422058 -0.174341 3.022822 -0.7 -0.1 -2.3
```
Forces are in eV/Å.

The calculation puts the LUMO energy at -0.59 eV. Its spin multiplicity is 1. As for the net charge: 0. The calculation puts the orbital gap at 8.24 eV.

---

The records above give, respectively, energy values of -11565.332, -11561.511, -13616.315, -20352.505, -20891.081, -37715.888 eV.
The records above give, respectively, largest force on an atom values of 6.8, 6.2, 2.7, 4.8, 9.3, 4.6 eV Å⁻¹.